{
  "formula": "C57H46N6O4P2SZr",
  "method": "wB97M-V/def2-TZVPD",
  "symbols": ["Zr", "S", "P", "P", "O", "O", "O", "O", "N", "N", "N", "N", "N", "N", "C", "C", "C", "C", "C", "C", "C", "C", "C", "C", "C", "C", "C", "C", "C", "C", "C", "C", "C", "C", "C", "C", "C", "C", "C", "C", "C", "C", "C", "C", "C", "C", "C", "C", "C", "C", "C", "C", "C", "C", "C", "C", "C", "C", "C", "C", "C", "C", "C", "C", "C", "C", "C", "C", "C", "C", "C", "H", "H", "H", "H", "H", "H", "H", "H", "H", "H", "H", "H", "H", "H", "H", "H", "H", "H", "H", "H", "H", "H", "H", "H", "H", "H", "H", "H", "H", "H", "H", "H", "H", "H", "H", "H", "H", "H", "H", "H", "H", "H", "H", "H", "H", "H"],
  "positions_angstrom": [[-0.51000, 0.01982, -0.82325], [-1.19466, 2.98279, -2.53883], [0.69298, 1.91462, 0.64329], [1.92743, -2.74946, 0.36541], [-0.78794, -0.98064, 0.86547], [-2.40037, 0.47725, -0.26280], [0.64366, -1.38544, -1.55282], [2.50529, -0.18663, 1.89470], [1.77798, -1.26677, -0.68193], [-2.06932, -1.36477, 0.98333], [-2.86261, -0.57893, 0.40482], [-1.83531, -1.38138, -2.23773], [-2.95878, 1.24410, -4.21504], [-1.24043, 1.28496, -2.62526], [2.43989, 4.89258, -1.59175], [3.14615, -3.91804, -3.35074], [1.81846, 4.24252, -0.53499], [3.14029, -1.54045, -2.91458], [2.77183, 4.19709, -2.75360], [3.25829, -2.57009, -3.78568], [3.85468, -3.57877, 1.97785], [-2.67930, 3.46635, -3.28205], [-4.51096, 3.01973, -4.78448], [-0.66806, -4.64007, 2.73237], [4.26174, -0.10673, 5.61387], [4.19991, -1.13477, 3.33872], [-0.83608, -5.65398, 0.53473], [-3.09790, 3.92996, 2.32634], [-0.80450, 2.78395, 1.23148], [-1.20999, -5.59837, 1.87482], [-6.45283, -0.57005, -0.52236], [4.42603, 0.15841, 4.10639], [0.62570, -3.78628, 0.90355], [-2.20706, -3.52377, -3.22424], [1.67678, 3.24077, 2.82465], [4.93917, -2.27440, 3.64892], [2.79020, -3.25067, -1.11018], [1.86719, 2.19896, -1.80251], [-3.38047, 2.59239, -4.11287], [-4.93506, 4.32832, -4.62566], [3.42723, 1.21388, 3.64823], [3.10056, -2.44543, 1.63893], [-1.48162, 2.15387, 2.28125], [-2.41809, 4.57328, 1.30348], [-3.11818, 4.77293, -3.10725], [1.71636, 2.03139, 2.13684], [0.25674, -3.73030, 2.25476], [2.56878, 1.02186, 2.58191], [2.51285, 3.45169, 3.90159], [5.85165, 0.66351, 3.81399], [-4.29617, -0.85622, 0.43505], [2.83038, -4.25571, -2.00692], [-2.61922, 2.71963, 2.82503], [-2.06011, 0.66345, -3.43840], [4.78339, -3.48615, 2.98735], [3.38377, 2.44932, 4.28815], [3.27919, -1.23254, 2.31217], [-6.98516, -1.36806, 0.48494], [-2.04152, -0.82690, -3.44155], [-2.26927, -1.55997, -4.58300], [0.08126, -4.74453, 0.03861], [-2.34978, -2.94395, -4.47124], [1.50543, 2.88858, -0.64120], [-1.27192, 4.00368, 0.75611], [-4.24212, 5.20220, -3.78503], [-5.09466, -0.30250, -0.55224], [-6.16363, -1.90441, 1.46812], [-4.80602, -1.64962, 1.45430], [2.49119, 2.84463, -2.85986], [-1.92438, -2.71338, -2.14121], [2.99854, -1.82677, -1.46778], [-5.05384, 2.34081, -5.43733], [-1.09287, 1.23127, 2.69808], [-0.73094, 4.53458, -0.01561], [-5.81293, 4.67269, -5.15891], [3.25555, -0.46868, 5.84666], [-3.98483, 4.38016, 2.75577], [-4.58158, 6.22484, -3.66832], [2.48788, 4.39328, 4.43766], [3.28744, -0.51139, -3.23443], [3.46070, -2.37304, -4.83335], [4.98507, -0.84701, 5.96216], [5.38162, -4.34557, 3.26365], [3.23992, -4.71453, -4.08625], [-2.37327, -1.07528, -5.54959], [0.97330, 4.01249, 2.53294], [1.69467, 1.13479, -1.87953], [-8.05087, -1.55892, 0.51357], [2.60899, -5.28303, -1.73662], [6.00122, 0.83150, 2.74328], [-0.95092, -4.62334, 3.77811], [-2.30579, -4.59383, -3.08953], [-2.53154, -3.55369, -5.34876], [-6.58799, -2.51096, 2.26033], [5.67682, -2.21317, 4.44295], [6.03735, 1.60503, 4.33738], [-2.76652, 5.53612, 0.94598], [-7.10327, -0.14943, -1.27967], [-1.77532, -3.13382, -1.15985], [-4.15570, -2.03840, 2.22835], [3.70392, -4.52288, 1.46026], [3.86284, -1.39061, -0.94736], [4.05362, 2.63316, 5.12219], [-3.12331, 2.23786, 3.65481], [0.38374, -4.79017, -1.00169], [6.59551, -0.05999, 4.15916], [1.58592, 4.79704, 0.36781], [-1.92035, -6.32177, 2.26034], [-2.56819, 5.45641, -2.46611], [3.26711, 4.71089, -3.57050], [4.43980, 0.80306, 6.18994], [2.67584, 5.94782, -1.50726], [-4.66253, 0.33438, -1.31091], [-3.53087, 0.64431, -4.78786], [-1.24256, -6.42287, -0.11123], [0.70853, -3.00363, 2.92241], [2.77112, 2.30194, -3.75563]],
  "atomic_forces_ev_per_a": [[1.1, 2.9, -1.5], [1.2, 0.5, 0.3], [-0.1, 1.0, 0.6], [-0.1, 0.3, 0.9], [-1.2, -0.7, 0.6], [-1.6, -1.0, 0.8], [1.3, -1.9, -0.4], [0.0, -0.2, -0.1], [0.0, -0.8, -0.2], [-0.1, 0.0, 0.4], [-0.4, 0.1, 0.3], [0.2, -0.3, -0.3], [-0.1, -0.2, -0.4], [-0.3, -1.3, 0.2], [0.0, 0.0, 0.0], [0.0, 0.4, 0.2], [0.0, 0.1, 0.0], [0.1, 0.3, 0.5], [0.1, 0.1, 0.0], [0.2, -0.4, -0.4], [0.0, -0.1, 0.0], [-1.0, -0.1, -0.4], [0.1, -0.2, 0.0], [-0.1, -0.1, 0.0], [-0.1, 0.0, 0.1], [0.2, 0.0, 0.3], [0.0, 0.0, -0.1], [0.0, 0.0, 0.0], [0.0, 0.0, -0.1], [0.0, 0.1, 0.1], [-0.1, 0.0, 0.0], [0.0, 0.0, 0.0], [0.0, 0.1, -0.2], [0.0, -0.2, 0.1], [-0.1, 0.1, 0.0], [0.1, 0.0, 0.1], [0.0, 0.4, -0.5], [0.0, 0.4, 0.1], [0.1, 0.8, 0.3], [0.0, 0.5, 0.2], [0.1, -0.1, 0.1], [-0.1, 0.0, -0.3], [0.0, 0.0, 0.0], [0.0, 0.0, 0.0], [0.3, -0.3, 0.1], [0.0, -0.3, -0.1], [0.0, 0.0, 0.0], [0.0, 0.0, 0.0], [0.1, 0.1, 0.1], [0.1, 0.0, 0.0], [0.3, 0.2, 0.1], [0.2, -0.4, 0.0], [-0.1, 0.1, 0.0], [0.5, 0.2, 0.2], [0.1, -0.1, 0.0], [0.1, 0.1, 0.2], [-0.3, 0.5, -0.2], [-0.1, 0.1, -0.1], [-0.1, 0.3, 0.1], [-0.1, -0.2, -0.3], [-0.1, -0.1, 0.0], [0.0, 0.1, -0.2], [0.2, -0.1, 0.0], [0.0, 0.0, 0.0], [-0.5, 0.0, -0.4], [0.1, 0.1, -0.1], [-0.1, -0.1, 0.1], [0.3, -0.1, 0.1], [0.0, 0.0, 0.0], [-0.1, 0.1, 0.0], [-0.4, 0.5, -0.4], [0.0, 0.1, 0.1], [0.0, -0.1, 0.0], [-0.1, 0.0, -0.1], [0.1, 0.0, 0.0], [0.1, 0.0, 0.0], [0.1, 0.0, 0.0], [0.0, -0.1, 0.0], [0.0, -0.1, 0.0], [-0.1, -0.1, 0.0], [0.0, -0.1, 0.1], [-0.1, 0.1, 0.0], [0.0, 0.1, 0.0], [0.0, 0.1, 0.1], [0.0, -0.1, 0.1], [0.1, -0.1, 0.0], [0.0, -0.4, 0.0], [0.1, 0.0, 0.0], [0.0, 0.1, -0.1], [0.0, 0.0, 0.1], [0.0, 0.0, -0.1], [0.0, 0.1, 0.0], [0.0, 0.0, 0.0], [0.0, 0.1, -0.1], [-0.1, 0.0, -0.1], [0.0, -0.1, -0.1], [0.0, -0.1, 0.0], [0.1, 0.0, 0.1], [0.1, -0.1, 0.2], [-0.1, 0.0, 0.0], [0.0, 0.1, 0.0], [0.2, -0.1, -0.1], [-0.1, 0.0, -0.1], [0.0, 0.0, -0.1], [-0.1, 0.0, 0.1], [-0.1, 0.1, 0.0], [0.0, -0.1, -0.1], [0.1, 0.1, 0.0], [-0.1, -0.1, -0.1], [-0.1, 0.0, 0.1], [0.0, -0.1, -0.1], [0.0, -0.1, 0.0], [0.0, 0.0, 0.0], [-0.1, 0.0, 0.0], [0.0, 0.0, 0.0], [0.0, -0.1, -0.1], [0.0, 0.0, 0.0]],
  "homo_energy_ev": -16.27,
  "energy_ev": -107641.2819,
  "charge": 4,
  "lumo_ev": -13.0,
  "multiplicity": 1
}


{
  "formula": "C57H47F5NO4P3Pb",
  "method": "wB97M-V/def2-TZVPD",
  "symbols": ["Pb", "P", "P", "P", "F", "F", "F", "F", "F", "O", "O", "O", "O", "N", "C", "C", "C", "C", "C", "C", "C", "C", "C", "C", "C", "C", "C", "C", "C", "C", "C", "C", "C", "C", "C", "C", "C", "C", "C", "C", "C", "C", "C", "C", "C", "C", "C", "C", "C", "C", "C", "C", "C", "C", "C", "C", "C", "C", "C", "C", "C", "C", "C", "C", "C", "C", "C", "C", "C", "C", "C", "H", "H", "H", "H", "H", "H", "H", "H", "H", "H", "H", "H", "H", "H", "H", "H", "H", "H", "H", "H", "H", "H", "H", "H", "H", "H", "H", "H", "H", "H", "H", "H", "H", "H", "H", "H", "H", "H", "H", "H", "H", "H", "H", "H", "H", "H", "H"],
  "positions_angstrom": [[0.14603, -0.96178, -0.48463], [-0.83565, 1.78560, -1.01493], [3.39398, 0.07753, 1.26515], [-1.93551, -4.55375, 1.53258], [-0.76940, -0.57308, -6.40862], [-2.58053, -2.48567, -7.00158], [-3.09572, -4.44119, -5.11589], [-1.87553, -4.49400, -2.92265], [0.48769, -0.48556, -3.99893], [-2.04196, -6.13989, 0.93957], [-0.84781, -4.70793, 2.70333], [-0.96426, -3.98539, 0.35669], [1.80118, 2.06938, -0.15456], [-2.36940, -1.57916, -0.98068], [2.71096, 3.63505, -1.76458], [4.63656, -0.47124, 2.45524], [5.12739, -1.11942, 4.85650], [-3.53498, -1.13349, -0.27349], [-1.84450, 4.91239, 2.29135], [6.39224, -1.44100, 4.44514], [-1.51262, -3.43780, -3.70654], [4.25690, -0.70182, 3.83091], [-1.83241, 3.55958, 2.51658], [-1.55071, 5.29879, 0.99065], [4.79993, -0.61343, -2.49560], [-2.61748, -1.55280, 3.39444], [-2.17455, -3.51855, -4.93042], [0.42146, 2.76099, -2.00545], [-3.34085, 1.54224, -4.25509], [-4.49428, 2.18761, -3.83662], [-2.28443, 1.89695, -2.07433], [-3.40791, 2.58307, -1.69556], [-1.16364, 3.05140, 0.21835], [-4.63440, -0.75543, -1.08094], [3.16562, 1.78757, 1.76296], [-0.32075, -1.57571, -4.28104], [0.01208, -4.76031, -0.40661], [-1.24178, 4.42012, -0.03361], [-3.25012, -6.19366, 0.11417], [-4.54801, 2.67459, -2.52876], [3.54091, 2.23085, 3.03446], [-1.67359, -1.56164, 4.42578], [-2.35132, -1.26968, 2.04895], [2.54605, 4.29195, -3.00732], [-0.39746, -1.18281, 4.04131], [2.34485, 4.29269, 2.65172], [-1.36997, -4.80209, 4.05668], [4.36864, 0.27019, -0.25017], [-2.26136, 1.37217, -3.37365], [-1.49944, 2.65681, 1.51594], [-0.57177, -2.49477, -3.35301], [1.99474, 3.83466, 1.37629], [-4.72191, -0.55174, 1.64994], [1.66133, 2.84149, -1.33729], [2.30857, 2.59766, 0.99424], [5.97723, -0.85050, 2.07583], [5.69677, 0.41614, -2.72928], [6.78269, -1.23731, 3.12148], [3.16340, 3.52664, 3.46696], [-0.05506, -0.96042, 2.69161], [-1.00864, -1.03472, 1.71580], [-0.94183, -1.58571, -5.55222], [-5.80781, -0.15934, 0.84334], [4.12592, -0.64909, -1.24114], [5.25712, 1.33402, -0.52132], [-5.82278, -0.29496, -0.57219], [5.90043, 1.42446, -1.73358], [1.41075, 4.11771, -3.72728], [-3.53751, -1.09139, 1.12585], [-1.90895, -2.52255, -5.81642], [0.31155, 3.38470, -3.22709], [6.32673, -0.74630, 0.99604], [-2.11468, -2.42663, -0.47854], [0.39316, -4.15778, -1.19772], [-6.64609, -0.00338, -1.21283], [-2.50320, -1.84385, -1.96965], [1.38190, 4.69170, -4.68831], [-5.34096, 2.17301, -4.50972], [5.38281, 2.02094, 0.34137], [-1.94063, -1.77752, 5.46415], [4.16582, 1.55290, 3.66172], [-3.49616, 2.98509, -0.74725], [4.63697, -1.43638, -3.18563], [-1.60913, 6.35112, 0.88678], [4.81551, -1.30274, 5.89495], [-3.62308, -1.85521, 3.63330], [1.41978, 4.42833, 0.76937], [6.52826, 2.31220, -1.98779], [-6.69985, 0.39099, 1.33026], [-0.72042, -4.30891, 4.75729], [-4.15316, -5.94161, 0.63286], [-2.05995, 3.16081, 3.44910], [-1.14553, 4.84993, -0.98486], [-2.16428, 5.66304, 2.99496], [-1.51920, 1.61210, 1.78735], [-1.43082, 0.73180, -3.68077], [3.46126, -1.53082, -1.06712], [-2.28356, -4.21424, 4.15010], [0.95234, -0.68656, 2.54857], [-0.66386, 3.27523, -3.79379], [-1.44564, -5.88317, 4.21462], [6.23411, 0.65299, -3.63659], [3.44783, 3.91369, 4.43678], [7.72710, -1.45284, 2.87097], [7.11677, -1.86282, 5.11021], [0.82502, -5.01382, 0.27367], [-5.57339, 3.05947, -2.23504], [0.24489, -0.90107, 4.83970], [3.69691, 3.59888, -1.30186], [-4.84265, -0.30434, 2.71846], [-3.37944, 1.00949, -5.20694], [3.15738, -0.62005, 3.95674], [3.30178, 4.91493, -3.44462], [-3.25938, -7.18078, -0.38529], [-0.58485, -5.62468, -0.73487], [-4.52534, -0.92145, -2.12597], [-3.10807, -5.51497, -0.74105], [1.87264, 5.25904, 2.98023]],
  "atomic_forces_ev_per_a": [[-1.2, 0.0, 0.6], [0.7, 0.4, -1.0], [-0.1, -0.5, -0.3], [0.3, -0.9, -1.1], [0.2, 0.2, -0.5], [0.3, 0.1, 0.5], [-0.6, -0.6, -0.6], [0.2, 0.0, 1.0], [0.0, -0.2, -0.2], [-1.2, 1.0, 0.7], [0.2, 0.2, 0.7], [0.3, 1.0, -0.3], [-0.4, -0.3, -1.5], [0.2, -0.5, 0.4], [0.1, -0.3, -1.2], [1.7, -1.6, 1.4], [-1.1, -0.2, -0.8], [0.0, 0.2, -1.1], [0.0, -0.5, -1.0], [0.5, 0.5, -0.6], [0.2, -0.3, -1.0], [-0.9, 0.1, -1.5], [0.3, 0.0, -0.6], [-0.1, 0.2, 0.7], [0.1, 0.1, 0.9], [-0.6, -0.7, 0.3], [0.7, 0.5, 1.8], [0.6, -0.8, 1.0], [0.4, -0.8, 0.4], [0.4, -0.3, 0.7], [0.0, 0.2, -1.2], [-2.1, -0.2, -1.4], [-0.7, 0.2, 1.3], [0.5, -0.6, 0.6], [-0.7, 0.2, 1.0], [-0.5, 0.9, -2.0], [-1.2, -0.7, 1.5], [-0.2, 0.1, 1.1], [1.8, -0.5, -1.5], [-0.9, 0.1, -0.5], [0.5, 0.7, 0.0], [-0.1, 0.5, -1.3], [0.0, 0.0, 0.5], [0.5, -0.6, 1.3], [-0.4, 0.4, 0.0], [-0.3, 0.8, 0.0], [0.0, -0.4, -1.0], [0.1, 0.3, -0.6], [-0.2, -0.7, -0.5], [0.3, -0.2, -0.1], [-0.5, -1.4, 2.0], [0.4, 0.9, 2.4], [-1.3, 0.8, -0.1], [0.4, 0.2, 1.0], [1.4, -1.4, -0.3], [-2.0, 1.5, -0.1], [-0.1, 1.5, 1.0], [-2.1, -0.1, 0.3], [-0.3, -0.6, -0.2], [-1.1, -0.4, 2.5], [0.3, 0.3, -2.7], [0.5, 0.9, 1.4], [-1.6, 1.0, 0.3], [0.2, -1.6, -1.2], [-0.4, -0.1, 1.4], [1.0, 0.1, 1.9], [0.0, 0.1, -0.7], [-1.5, 0.8, -1.3], [0.1, 0.9, 0.0], [-0.4, 0.1, -2.0], [-0.9, 0.0, -1.0], [-0.4, -0.2, 1.8], [0.5, -0.4, -0.4], [-0.1, 0.5, -0.7], [0.0, 0.0, 0.2], [-0.1, 0.3, 0.7], [-0.4, -0.9, 0.8], [-0.2, 0.3, 0.2], [0.2, -0.1, -1.0], [0.1, 0.1, -0.4], [-0.6, 1.0, -0.5], [-0.1, 0.7, 1.8], [0.0, 0.3, -0.1], [0.1, 0.9, -1.0], [-0.1, 0.2, -0.7], [-0.4, 0.0, 0.2], [-1.4, 1.3, -1.3], [-0.4, -1.0, 0.4], [1.6, -1.2, -0.6], [0.8, -0.1, 0.0], [-0.4, -0.1, 0.5], [-0.5, -0.6, 1.6], [0.5, 0.2, -1.4], [0.1, -0.1, 0.3], [0.1, -0.3, -0.1], [-0.1, 0.4, 0.0], [0.4, 1.0, -0.1], [-0.4, -0.6, -0.2], [1.0, 0.2, -0.7], [1.4, 0.3, 0.6], [-0.4, 0.4, 0.6], [-0.1, -0.8, -0.4], [0.0, -0.2, 0.0], [3.6, -1.0, -0.7], [0.3, 0.0, 0.4], [0.0, -0.4, -0.1], [1.7, -0.2, 0.2], [1.1, -0.2, 0.4], [-0.4, 0.2, 0.3], [0.4, -0.4, -0.6], [0.4, 0.3, 0.1], [0.8, 0.2, 0.6], [0.5, 0.1, 0.2], [-0.3, 0.3, 0.8], [1.0, 0.1, -0.3], [0.1, 0.0, -0.8], [-0.2, 0.2, 0.2], [0.9, -1.0, -0.2]],
  "homo_energy_ev": -7.42,
  "relative_energy_kcal_mol": 60.48,
  "energy_ev": -116249.2870,
  "lumo_ev": 0.2,
  "multiplicity": 1
}